{
  "formula": "C28H64FN4O7P",
  "method": "ωB97M-V/def2-TZVPD",
  "elements": ["C", "C", "C", "C", "C", "C", "C", "C", "C", "O", "C", "O", "C", "F", "P", "N", "O", "O", "C", "C", "C", "C", "C", "H", "H", "H", "H", "H", "H", "H", "H", "H", "H", "H", "H", "H", "H", "H", "H", "H", "H", "H", "H", "H", "H", "H", "H", "H", "H", "H", "H", "H", "H", "H", "C", "O", "C", "C", "C", "N", "H", "H", "H", "H", "H", "H", "H", "H", "H", "H", "H", "C", "O", "C", "C", "C", "N", "H", "H", "H", "H", "H", "H", "H", "H", "H", "H", "H", "C", "O", "C", "C", "C", "N", "H", "H", "H", "H", "H", "H", "H", "H", "H", "H", "H"],
  "positions_angstrom": [[-5.8270, -0.3127, 3.1877], [-5.1777, 1.0898, 2.6441], [-4.6478, 1.9331, 3.9012], [-3.7393, 3.2048, 3.5311], [-2.6334, 2.8157, 2.4319], [-1.1754, 3.4566, 2.6690], [-0.0911, 2.2789, 2.3311], [0.2925, 2.2336, 0.7694], [-0.4289, 1.0774, -0.0705], [-1.8300, 0.7573, 0.1865], [-2.7436, 1.1773, -0.8525], [-3.9573, 0.8897, -0.9657], [-1.8090, 2.1278, -1.7610], [-1.8946, 3.3847, -1.0699], [-2.3389, 2.5883, -3.5236], [-2.0110, 4.1560, -3.7044], [-4.0346, 2.3073, -3.7038], [-1.4235, 1.7752, -4.7057], [-0.4628, 1.2654, -1.6908], [-0.7941, -0.1960, -2.3295], [0.4298, -0.7939, -3.1753], [0.1095, -2.1586, -3.9697], [-1.3131, -2.8259, -3.6323], [-6.9544, -0.3398, 2.9871], [-5.5419, -0.5391, 4.2704], [-5.3813, -1.1788, 2.5594], [-5.9967, 1.6072, 2.0342], [-4.3663, 0.7736, 1.9011], [-4.1701, 1.2010, 4.6383], [-5.5925, 2.3521, 4.4287], [-4.4270, 4.0126, 3.0696], [-3.2894, 3.7029, 4.4752], [-2.4993, 1.6670, 2.5034], [-3.0028, 2.9935, 1.3493], [-1.0141, 3.9161, 3.7002], [-1.0247, 4.2439, 1.8375], [0.8748, 2.5866, 2.8944], [-0.3911, 1.2643, 2.7592], [0.1629, 3.2886, 0.3299], [1.4293, 2.0190, 0.7084], [0.1100, 0.0992, 0.2072], [-2.8766, 4.6844, -3.8909], [-4.0955, 1.5170, -4.2892], [-1.1359, 2.3875, -5.4221], [0.5398, 1.7429, -1.9485], [-1.7249, -0.1434, -3.0186], [-1.0517, -0.9739, -1.5220], [0.8004, -0.0269, -3.9504], [1.3028, -0.9745, -2.4243], [0.1289, -1.9231, -5.0955], [0.9228, -2.9238, -3.6703], [-1.2132, -3.9502, -3.8975], [-2.1573, -2.4404, -4.3237], [-1.6174, -2.7933, -2.5336], [4.5717, -0.3613, -1.8353], [3.7569, -1.3868, -1.2902], [4.4755, -2.4079, -0.6035], [4.8512, -2.0537, 0.8496], [6.0273, -1.0873, 0.9577], [3.7071, -1.4910, 1.5808], [5.5353, -0.7416, -2.1848], [4.7186, 0.4325, -1.1002], [4.0421, 0.0741, -2.6863], [3.8009, -3.2705, -0.5743], [5.3532, -2.7210, -1.1815], [5.1503, -2.9826, 1.3470], [5.7510, -0.0579, 0.7185], [6.4205, -1.0798, 1.9785], [6.8422, -1.3859, 0.2914], [2.9547, -2.1782, 1.5893], [3.3310, -0.7284, 1.0160], [8.7781, 3.6901, 3.6102], [9.2709, 2.6304, 4.4140], [8.3609, 2.1721, 5.4096], [7.3044, 1.1735, 4.8951], [6.1787, 1.8310, 4.1015], [7.9129, 0.1211, 4.0699], [8.1296, 4.3675, 4.1726], [8.2503, 3.2895, 2.7424], [9.6341, 4.2588, 3.2397], [8.9774, 1.6543, 6.1523], [7.8954, 3.0181, 5.9293], [6.8476, 0.6991, 5.7703], [6.4848, 2.1146, 3.0922], [5.3365, 1.1412, 3.9945], [5.8109, 2.7263, 4.6113], [8.5984, -0.3802, 4.6327], [8.4782, 0.5832, 3.3565], [-5.3915, -2.5264, -4.4960], [-4.8073, -3.8185, -4.4669], [-4.9226, -4.4888, -3.2140], [-6.2774, -5.1906, -2.9906], [-7.4100, -4.2314, -2.6355], [-6.6760, -5.9808, -4.1636], [-5.2947, -2.0077, -3.5379], [-6.4410, -2.5949, -4.7884], [-4.8758, -1.9401, -5.2608], [-4.1438, -5.2591, -3.2217], [-4.6791, -3.8114, -2.3866], [-6.1567, -5.8749, -2.1438], [-7.7768, -3.6743, -3.5001], [-8.2624, -4.7840, -2.2306], [-7.0907, -3.5120, -1.8759], [-5.9617, -6.6850, -4.3414], [-6.6177, -5.3673, -4.9773]],
  "forces_ev_per_a": [[0.5, -0.3, -1.1], [-0.4, -1.2, 0.4], [-1.0, 0.6, -0.2], [-0.4, 0.2, -0.7], [0.1, -0.7, 0.7], [-0.2, -1.1, -1.8], [0.9, 1.4, 0.6], [0.1, 0.1, 0.3], [0.8, -0.8, -1.0], [-2.1, 0.9, -1.0], [-1.3, -0.4, 0.3], [5.5, 1.0, 0.9], [-0.2, -1.1, 0.0], [0.7, -1.9, -0.8], [-0.6, 4.1, -2.2], [-1.1, -2.5, 0.1], [3.4, -1.2, -0.5], [-1.4, 0.0, 1.8], [0.0, -0.1, 2.3], [0.2, -0.1, -0.9], [0.5, 0.4, 0.3], [-0.3, 0.0, 0.6], [0.1, -1.1, -0.9], [1.6, 0.0, 0.7], [-0.7, 0.5, -1.4], [-0.8, 1.3, 1.0], [1.3, -0.4, 1.0], [-1.0, 0.8, 1.2], [-0.3, 1.1, -1.1], [1.5, -0.8, -0.7], [1.0, -1.3, 0.8], [-0.6, -1.1, -1.5], [-0.2, 1.9, -0.1], [0.5, -0.1, 1.9], [-0.3, -0.8, -1.4], [-0.1, -0.9, 1.6], [-1.4, -0.6, -1.0], [0.2, 1.4, -0.7], [-0.1, -1.7, 0.5], [-1.8, 0.1, -0.1], [-0.8, 1.4, -0.5], [0.6, -0.3, 0.2], [-0.4, 0.5, 0.5], [-0.6, 0.0, 1.0], [-1.7, -0.5, -0.4], [1.4, 0.0, 1.1], [0.3, 1.5, -1.0], [-0.6, -1.0, 1.3], [-1.4, 0.3, -1.3], [0.2, -0.6, 1.7], [-1.2, 1.3, -0.8], [-0.3, 1.8, 0.4], [1.3, -0.4, 1.4], [0.4, 0.1, -1.5], [-0.4, 0.2, 0.0], [0.4, -0.2, -0.1], [-0.3, -0.2, 0.2], [0.0, 0.5, -0.2], [0.3, -0.1, 0.2], [-0.2, -0.2, -0.2], [0.0, 0.0, 0.1], [0.2, 0.0, -0.1], [0.0, -0.1, 0.0], [-0.1, 0.1, 0.0], [0.1, 0.2, 0.0], [-0.1, 0.0, -0.1], [-0.1, -0.1, 0.0], [-0.1, 0.0, -0.1], [-0.1, 0.0, 0.0], [0.1, 0.0, 0.1], [0.1, 0.0, 0.1], [0.3, -0.2, -0.2], [-0.3, 0.2, 0.3], [0.2, -0.3, 0.1], [0.1, 0.2, -0.4], [-0.3, 0.0, 0.0], [0.3, 0.1, 0.2], [-0.1, -0.1, 0.0], [-0.2, 0.2, 0.0], [0.0, -0.1, 0.1], [0.0, 0.0, -0.1], [-0.1, 0.1, -0.1], [0.1, 0.0, 0.0], [0.1, 0.0, 0.1], [0.1, 0.0, 0.0], [0.0, 0.0, 0.0], [-0.1, -0.1, -0.1], [-0.2, -0.1, 0.1], [0.1, -0.1, -0.3], [0.0, 0.1, 0.5], [0.1, -0.3, -0.1], [-0.1, 0.3, -0.3], [-0.2, 0.0, 0.2], [0.3, 0.0, 0.0], [-0.1, -0.1, 0.0], [-0.1, 0.2, 0.1], [0.1, -0.1, 0.0], [0.0, 0.1, -0.1], [-0.1, 0.1, 0.0], [0.1, 0.0, -0.1], [0.1, -0.1, 0.0], [0.1, 0.0, -0.1], [0.0, 0.0, -0.1], [-0.2, 0.0, 0.1], [-0.1, -0.1, 0.1]],
  "gap_ha": 0.3358,
  "e_lumo_ev": 0.208
}


{
  "formula": "C28H64N8O10",
  "method": "ωB97M-V/def2-TZVPD",
  "elements": ["C", "O", "N", "C", "C", "H", "H", "H", "H", "H", "H", "H", "C", "O", "N", "C", "C", "H", "H", "H", "H", "H", "H", "H", "C", "O", "N", "C", "C", "H", "H", "H", "H", "H", "H", "H", "C", "O", "N", "C", "C", "H", "H", "H", "H", "H", "H", "H", "C", "O", "N", "C", "C", "H", "H", "H", "H", "H", "H", "H", "C", "O", "N", "C", "C", "H", "H", "H", "H", "H", "H", "H", "C", "O", "N", "C", "C", "H", "H", "H", "H", "H", "H", "H", "C", "O", "N", "C", "C", "H", "H", "H", "H", "H", "H", "H", "O", "C", "O", "C", "C", "C", "H", "H", "H", "H", "H", "H", "H", "H"],
  "positions_angstrom": [[-7.7239, 7.6838, 5.6080], [-8.5389, 6.8127, 5.2139], [-7.4480, 8.8964, 5.0301], [-7.8426, 9.1080, 3.6221], [-6.8670, 10.0104, 5.8267], [-7.1872, 7.6838, 6.5693], [-7.0654, 9.5176, 2.9769], [-8.7617, 9.6936, 3.6445], [-8.0204, 8.0704, 3.3397], [-6.1518, 9.5290, 6.4937], [-6.1799, 10.4969, 5.1343], [-7.6284, 10.6506, 6.2721], [-4.5503, 13.5548, 12.0121], [-5.6535, 13.0485, 12.2224], [-3.6369, 12.8271, 11.2936], [-2.2864, 13.3527, 11.3332], [-3.9281, 11.6467, 10.5096], [-4.2598, 14.5776, 12.2979], [-2.0623, 14.3025, 11.8186], [-1.9162, 13.4071, 10.3094], [-1.6102, 12.6678, 11.8448], [-3.0797, 10.9801, 10.3546], [-4.7927, 11.1353, 10.9326], [-4.2180, 11.9596, 9.5066], [-7.5079, 15.7750, 10.8189], [-6.7082, 16.3079, 10.1099], [-8.8320, 15.9796, 11.0018], [-9.4431, 15.4619, 12.2507], [-9.5072, 17.0240, 10.3379], [-7.1154, 15.0255, 11.5234], [-9.0869, 14.5418, 12.7140], [-10.4368, 15.2763, 11.8431], [-9.5123, 16.1261, 13.1123], [-8.8564, 17.3450, 9.5245], [-10.3733, 16.5214, 9.9074], [-9.7493, 17.8547, 11.0009], [-11.7551, 8.6052, 8.6423], [-12.6364, 9.0452, 9.3942], [-11.2261, 7.3397, 8.6747], [-10.0880, 6.9058, 7.9199], [-11.8552, 6.3367, 9.5092], [-11.3114, 9.3243, 7.9365], [-9.6276, 7.7364, 7.3848], [-10.2975, 6.2184, 7.1003], [-9.4360, 6.2652, 8.5137], [-12.8594, 6.5682, 9.8643], [-11.9897, 5.4816, 8.8468], [-11.2713, 5.9854, 10.3599], [-5.7886, 15.4502, 6.3702], [-5.2033, 15.9881, 5.4179], [-5.2926, 14.3638, 7.0694], [-5.9705, 13.8284, 8.1745], [-3.9389, 13.7165, 6.8727], [-6.7755, 15.7724, 6.7369], [-7.0142, 14.0992, 8.3338], [-5.5026, 14.0518, 9.1333], [-6.1027, 12.7622, 7.9905], [-3.5344, 13.4025, 7.8349], [-4.1345, 12.7166, 6.4854], [-3.1303, 14.1741, 6.3028], [-12.4006, 13.5257, 9.6759], [-11.4478, 14.2701, 9.3495], [-13.5271, 13.8989, 10.2628], [-14.5375, 12.9608, 10.8588], [-13.7858, 15.2801, 10.6003], [-12.3138, 12.4293, 9.7267], [-14.2079, 11.9830, 10.5076], [-15.5670, 13.2245, 10.6167], [-14.4403, 12.9410, 11.9443], [-13.4664, 16.1345, 10.0035], [-14.8647, 15.3055, 10.7536], [-13.1825, 15.3111, 11.5075], [-7.4190, 11.1988, 9.8202], [-6.9896, 10.4513, 8.9470], [-8.4883, 10.9301, 10.6466], [-9.1555, 11.9201, 11.4670], [-9.2007, 9.6431, 10.5674], [-6.9275, 12.1716, 9.9758], [-10.0578, 12.4194, 11.1139], [-8.5688, 12.8074, 11.7049], [-9.3069, 11.4559, 12.4415], [-9.0498, 8.9054, 9.7793], [-9.1297, 9.2035, 11.5624], [-10.2439, 9.8515, 10.3299], [-11.1810, 12.1253, 15.1016], [-11.9267, 13.0288, 14.6975], [-11.1967, 10.8757, 14.7829], [-12.1122, 10.4431, 13.8056], [-10.0982, 9.8855, 15.1312], [-10.3221, 12.2769, 15.7735], [-13.0488, 10.2434, 14.3263], [-11.8371, 9.5100, 13.3141], [-12.4015, 11.1995, 13.0761], [-9.3392, 9.9054, 14.3491], [-9.6010, 10.2995, 16.0084], [-10.4804, 8.9067, 15.4207], [-5.5851, 6.5805, 13.7068], [-6.5073, 7.3884, 13.4328], [-7.1302, 7.7165, 12.3351], [-6.7562, 7.2395, 11.0706], [-7.5761, 6.1207, 10.7222], [-6.8580, 8.4137, 14.4631], [-5.7126, 6.9294, 11.1249], [-6.9522, 7.9878, 10.3026], [-7.3002, 5.5752, 9.8197], [-8.5698, 6.4871, 10.4646], [-7.7359, 5.3526, 11.4788], [-7.9223, 8.2412, 14.6232], [-6.7057, 9.4683, 14.2333], [-6.4574, 8.1246, 15.4347]],
  "forces_ev_per_a": [[-1.6, 0.3, -0.3], [2.4, 1.8, 0.5], [0.1, -0.2, -0.5], [-0.4, -1.0, 1.5], [0.8, -1.7, -1.4], [-0.2, -0.7, 0.2], [0.1, 0.3, 0.4], [0.0, 0.0, -0.6], [-0.5, 0.3, -0.7], [-0.5, 0.3, 0.8], [-0.4, 0.7, 0.0], [0.4, -0.1, 0.1], [-1.5, -2.8, -1.1], [0.3, 1.3, 0.2], [1.1, 2.5, 1.5], [1.2, -1.0, -1.0], [-0.7, 0.3, -0.3], [0.2, -0.3, 0.2], [-1.0, 0.2, 0.0], [0.2, 0.2, -0.1], [0.0, -0.4, 0.1], [0.1, 0.1, 0.6], [0.3, -0.1, 0.1], [-0.2, 0.0, -0.2], [-0.1, -1.2, 2.5], [0.6, 1.4, -2.0], [2.1, -0.9, 2.1], [-1.3, -0.1, -1.1], [-0.5, -0.2, -1.0], [-0.3, -0.4, 0.1], [0.6, -0.1, -0.9], [-0.5, -0.3, 0.9], [0.1, 0.8, -0.4], [-0.1, 0.3, 0.0], [-0.5, 0.7, -0.1], [-0.1, 0.1, 0.0], [-0.4, 0.3, 1.2], [0.8, -1.0, -0.9], [-1.2, 1.3, 0.8], [0.1, -0.4, -1.1], [-0.5, -1.0, -0.5], [0.4, -0.5, -0.3], [0.3, 0.1, 0.6], [-0.8, 0.0, -0.2], [0.4, 0.8, 0.4], [0.3, 0.7, -0.1], [0.0, -0.4, 0.1], [0.3, 0.4, 0.0], [2.0, -0.4, -1.0], [-1.0, -0.8, 1.5], [1.5, 1.8, -1.5], [-1.4, -1.3, 1.1], [-1.2, -0.8, 0.3], [0.1, -0.1, 0.0], [0.0, 0.9, -0.6], [0.3, -0.2, 0.0], [0.5, -0.4, 0.5], [0.0, 0.8, 0.5], [-0.1, 0.0, -0.7], [-0.8, 0.6, -0.1], [2.1, 0.1, 0.7], [-1.8, -0.9, 0.3], [-2.0, 0.2, -0.9], [2.0, 0.0, -0.5], [0.3, -0.2, 1.2], [0.2, -0.1, -0.7], [-0.6, -0.2, 0.0], [0.2, -0.1, -0.4], [0.1, 0.2, 0.1], [0.2, -0.8, -0.8], [0.2, 0.6, 0.4], [-0.6, 1.1, 0.7], [-0.9, -0.2, 0.3], [-0.2, -0.1, 0.5], [0.9, -0.1, -2.0], [0.7, 0.6, 1.1], [-1.1, 0.6, 0.3], [-0.4, 0.0, 0.4], [-0.4, -0.9, -0.6], [0.9, -0.4, -0.3], [-0.5, 0.0, 0.1], [1.4, 0.4, 0.0], [-0.2, -0.4, -0.1], [-0.3, 0.3, 0.6], [0.7, 2.8, 0.8], [0.5, -0.9, 0.3], [1.5, -3.5, -0.8], [-2.3, -0.9, -0.6], [-0.6, 2.2, 0.6], [-0.1, 0.7, 0.3], [-0.4, -0.3, -0.1], [0.3, 0.2, 0.0], [0.6, 0.2, -0.1], [-0.3, -0.5, -0.2], [0.1, -0.1, 0.2], [-0.1, 0.1, -0.5], [-2.8, 1.1, -2.3], [4.2, 0.1, 2.8], [-0.7, 0.5, -0.6], [1.9, 0.0, -0.2], [-2.7, -2.7, -1.1], [-1.4, -0.9, 1.4], [0.2, 0.4, -0.2], [0.6, 0.6, 0.5], [0.6, 0.2, -0.1], [-0.3, 0.0, 0.3], [0.3, 0.2, 0.3], [-0.4, 0.5, 0.0], [0.2, -0.2, -0.3], [0.5, 0.2, -0.2]],
  "gap_ha": [0.0576, 0.3460],
  "total_charge": -1,
  "e_lumo_ev": [2.185, 2.121],
  "spin_multiplicity": 2
}


| no. | E_tot (a.u.) |
| --- | --- |
| 1 | -2291.97728 |
| 2 | -2295.56953 |